Entry 1:
The following is a quantum chemistry calculation of a 2-piece molecular cluster, C3H4ClP overall, from the Open Molecules 2025 dataset.

XYZ file:
```
9
C3H4ClP | the Open Molecules 2025 dataset | the ωB97M-V functional and the def2-TZVPD basis
C -0.0568 0.7154 1.4228
C -0.6810 0.3011 0.4806
C -1.2003 -0.4431 -0.6554
P 2.1230 0.5364 -0.9875
Cl 3.2003 -0.4581 0.3248
H 0.4893 1.4276 2.0385
H -1.5318 -1.4063 -0.1650
H -0.3157 -0.7223 -1.2220
H -2.0270 0.0494 -1.2367
```

Summary:
Energy relative to the best compared isomer or geometry (same formula, charge and spin)   2.539 eV
Spin multiplicity   1
LUMO energy (alpha / beta)   -1.05 / -1.04 eV

---

Entry 2:
The following is a quantum chemistry calculation of C3H4CoLiO3 as an isolated structure, from the Open Molecules 2025 dataset.

XYZ file:
```
12
C3H4CoLiO3 | the Open Molecules 2025 dataset | the ωB97M-V functional and the def2-TZVPD basis
C 2.5551 1.1227 -2.2798
C 2.0063 1.6132 -1.1261
H 1.9900 0.7555 -3.1412
H 1.4601 2.1483 -2.0692
H 2.7159 1.9578 -0.3650
O -1.2165 -0.1769 -1.1852
C -1.2709 -1.1480 -0.3679
O -0.2735 -1.4848 0.3019
O -2.3941 -1.7595 -0.1959
Li -2.3013 0.7307 -2.4125
Co 0.7100 0.0553 -0.4781
H 3.5843 0.7479 -2.2927
```

Summary:
<S²>   8.77
Spin multiplicity   6
Charge   +3
LUMO energy (alpha / beta)   -15.76 / -20.22 eV

---

Entry 3:
The following is a quantum chemistry calculation of C3H4CoO5 as an isolated structure, from the Open Molecules 2025 dataset.

XYZ file:
```
13
C3H4CoO5 | the Open Molecules 2025 dataset | the ωB97M-V functional and the def2-TZVPD basis
C -1.8023 -0.3649 0.6234
C -1.7831 0.2563 -0.5732
O -0.7612 1.0120 -1.1370
C 0.5021 0.6236 -1.3974
O 1.3525 1.3805 -0.8145
O 0.7485 -0.5683 -1.6310
O -0.7765 -0.8802 1.2864
H -2.7935 -0.7011 0.9583
H -2.5058 -0.0366 -1.3336
H 0.3538 -0.5431 0.8793
O 2.1781 -0.2665 1.3237
H 2.6621 -1.0811 1.4577
Co 2.6252 1.1695 0.3578
```

Summary:
<S²>   6.02
Spin multiplicity   5
Charge   +1
LUMO energy (alpha / beta)   -4.89 / -7.53 eV

---

Entry 4:
The following is a quantum chemistry calculation of C3H4CsO3 as an isolated structure, from the Open Molecules 2025 dataset.

XYZ file:
```
11
C3H4CsO3 | the Open Molecules 2025 dataset | the ωB97M-V functional and the def2-TZVPD basis
C -1.7172 -1.2930 0.1185
O -1.9807 -1.9097 1.1424
O 1.6015 0.0427 0.7601
O -1.1059 -0.0069 0.4990
C 1.1245 0.3632 -0.3495
C -0.3562 0.6433 -0.4831
H 1.5135 -0.1963 -1.2317
H -0.6749 0.3255 -1.4951
H -0.5067 1.7357 -0.4246
Cs 0.0802 -1.2722 3.2960
H 2.0218 1.5677 -1.8320
```

Summary:
Energy relative to the best compared isomer or geometry (same formula, charge and spin)   3.252 eV
Spin multiplicity   1
Charge   -1
LUMO energy   1.32 eV

---

Entry 5:
The following is a quantum chemistry calculation of C3H4CuO3 as an isolated structure, from the Open Molecules 2025 dataset.

XYZ file:
```
11
C3H4CuO3 | the Open Molecules 2025 dataset | the ωB97M-V functional and the def2-TZVPD basis
O 0.5272 -2.4568 -0.6828
C -0.3030 -1.5850 -0.3428
O -1.5267 -1.5894 -0.5942
O 0.2355 -0.5337 0.3572
C -0.1292 0.7552 0.0537
C 0.6286 1.8038 0.7715
H -0.1812 2.0865 1.5100
H -0.5554 0.9073 -0.9390
H 1.4951 1.4073 1.3214
H 0.9564 2.6249 0.1072
Cu -1.1473 -3.4201 -1.5623
```

Summary:
<S²>   0.75
Energy relative to the best compared isomer or geometry (same formula, charge and spin)   0.502 eV
Spin multiplicity   2
LUMO energy (alpha / beta)   -1.26 / -1.26 eV

---

Entry 6:
The following is a quantum chemistry calculation of C3H4CuO5 as an isolated structure, from the Open Molecules 2025 dataset.

XYZ file:
```
13
C3H4CuO5 | the Open Molecules 2025 dataset | the ωB97M-V functional and the def2-TZVPD basis
C -0.6340 -2.2600 6.4677
C 0.6098 -2.2532 7.1555
O 0.7572 -2.7041 8.3417
O -0.9533 -1.4372 5.5714
H -1.4506 -2.7868 7.0148
H 1.4251 -1.6572 6.7055
H -3.1188 -0.0127 8.3702
O -4.6056 -1.2925 9.5654
C -3.3087 -1.3113 9.7782
O -2.7081 -2.2673 10.2385
O -2.6769 -0.3239 9.1967
Cu -0.5700 -2.9832 9.9855
H -5.0431 -1.9948 10.0667
```

Summary:
<S²>   0.76
Energy relative to the best compared isomer or geometry (same formula, charge and spin)   0.000 eV
Spin multiplicity   2
LUMO energy (alpha / beta)   -0.87 / -0.87 eV

---

Entry 7:
The following is a quantum chemistry calculation of C3H4ErO4 as an isolated structure, from the Open Molecules 2025 dataset.

XYZ file:
```
12
C3H4ErO4 | the Open Molecules 2025 dataset | the ωB97M-V functional and the def2-TZVPD basis
C -1.8811 -0.4882 -0.0927
C -0.5381 0.1844 -0.0364
O 0.4661 -0.8142 -0.0661
C 1.7534 -0.4126 -0.0184
O 2.6154 -1.3206 -0.1028
O 2.0301 0.8038 0.0791
O -2.9382 0.1718 -0.1062
Er 4.8049 0.2187 0.1047
H -1.9014 -1.5535 -0.3915
H -0.4690 0.7892 0.8811
H -0.4305 0.8669 -0.8956
H -3.5115 1.5543 0.6447
```

Summary:
<S²>   6.01
Energy relative to the best compared isomer or geometry (same formula, charge and spin)   2.825 eV
Spin multiplicity   5
LUMO energy (alpha / beta)   -0.27 / -1.12 eV

---

Entry 8:
The following is a quantum chemistry calculation of C3H4ErO4 as an isolated structure, from the Open Molecules 2025 dataset.

XYZ file:
```
12
C3H4ErO4 | the Open Molecules 2025 dataset | the ωB97M-V functional and the def2-TZVPD basis
C 0.2227 1.6590 0.1608
C -0.9477 0.7466 0.4531
O -0.8420 -0.4371 -0.3381
C 0.2918 -1.0811 -0.3429
O 1.1209 1.9068 0.9894
O 0.3988 -2.1802 -0.8767
O 1.2155 -0.5582 0.4032
Er -0.7533 -4.2011 -1.8650
H 0.2515 2.1031 -0.8515
H -1.8899 1.2256 0.1620
H -0.9483 0.4823 1.5190
H 1.8800 0.3344 0.5868
```

Summary:
<S²>   6.01
Energy relative to the best compared isomer or geometry (same formula, charge and spin)   3.083 eV
Spin multiplicity   5
Charge   +2
LUMO energy (alpha / beta)   -10.24 / -10.16 eV

---

Entry 9:
The following is a quantum chemistry calculation of C3H4EuLiO4 as an isolated structure, from the Open Molecules 2025 dataset.

XYZ file:
```
13
C3H4EuLiO4 | the Open Molecules 2025 dataset | the ωB97M-V functional and the def2-TZVPD basis
H -0.9035 1.2847 -0.9497
C -0.2297 0.4989 -1.2908
C -0.6102 -0.5527 -2.2211
O 0.2461 0.5524 -2.5742
H -0.1181 -1.5239 -2.1733
H -1.6102 -0.5223 -2.6584
O -0.5068 -0.6300 1.3951
C 0.4763 -0.0563 0.9807
O 0.7259 0.3277 -0.2464
Eu -2.0712 -1.9355 2.9689
H 1.7766 1.2759 1.2132
Li 1.5376 0.6694 3.7667
O 1.2872 0.6117 1.7894
```

Summary:
<S²>   20.01
Energy relative to the best compared isomer or geometry (same formula, charge and spin)   2.328 eV
Spin multiplicity   9
Charge   +2
LUMO energy (alpha / beta)   -7.51 / -7.59 eV

---

Entry 10:
The following is a quantum chemistry calculation of the molecule C3H4F2, from the Open Molecules 2025 dataset.

XYZ file:
```
9
C3H4F2 | the Open Molecules 2025 dataset | the ωB97M-V functional and the def2-TZVPD basis
C -0.7855 0.0117 -0.0321
C 0.3719 0.0140 0.8479
C 0.4866 0.0075 -0.7430
H 0.5989 0.9155 1.2787
H 0.9117 -1.0269 0.9811
H 0.9683 -0.8871 -1.1414
H 0.5699 0.9135 -1.1881
F -1.5050 1.1178 -0.0077
F -1.6169 -1.0659 0.0045
```

Summary:
Energy relative to the best compared isomer or geometry (same formula, charge and spin)   1.177 eV
SMILES   FC1(F)CC1
Spin multiplicity   1
LUMO energy   1.04 eV

---

Entry 11:
The following is a quantum chemistry calculation of a 2-piece molecular cluster, C3H4F2O2 overall, from the Open Molecules 2025 dataset.

XYZ file:
```
11
C3H4F2O2 | the Open Molecules 2025 dataset | the ωB97M-V functional and the def2-TZVPD basis
C -0.4617 -0.2667 -0.6038
C 0.5540 -0.2577 0.4903
C -0.1220 1.0073 -0.0046
H -2.3707 -0.1201 -0.4364
H -0.1465 -0.4686 -1.6989
H 0.4272 -0.9183 1.3794
H 2.6491 -0.7657 1.4535
O -1.7635 -0.9673 -0.3556
O 1.8328 -0.4470 -0.1295
F 0.6953 1.7707 -0.7188
F -1.2940 1.4334 0.6243
```

Summary:
Energy relative to the best compared isomer or geometry (same formula, charge and spin)   6.837 eV
Spin multiplicity   1
LUMO energy   -2.39 eV

---

Entry 12:
The following is a quantum chemistry calculation of the molecule C3H4F2S, from the Open Molecules 2025 dataset.

XYZ file:
```
10
C3H4F2S | the Open Molecules 2025 dataset | the ωB97M-V functional and the def2-TZVPD basis
C -0.2818 -1.0993 0.4771
C 0.7064 0.0033 -0.0649
C -0.0350 1.1416 -0.5465
H 0.2629 -1.9885 0.5010
H -0.5716 -0.9512 1.5397
H 0.6101 2.0023 -0.6777
H -0.6837 0.9616 -1.4254
F -1.3994 -1.2519 -0.4193
F -0.8785 1.3903 0.5915
S 2.2706 -0.2081 0.0245
```

Summary:
Energy relative to the best compared isomer or geometry (same formula, charge and spin)   0.921 eV
SMILES   FCC(=S)CF
Spin multiplicity   1
LUMO energy   -0.73 eV

---

Entry 13:
The following is a quantum chemistry calculation of C3H4F30KO3P5 as an isolated structure, from the Open Molecules 2025 dataset.

XYZ file:
```
46
C3H4F30KO3P5 | the Open Molecules 2025 dataset | the ωB97M-V functional and the def2-TZVPD basis
K 4.4204 11.8713 -0.4714
P 5.5846 14.9065 4.4222
F 4.9142 14.6143 5.8901
F 4.1311 14.9408 3.7357
F 5.4676 16.4470 4.9771
F 6.2623 15.2959 3.0240
F 6.9678 14.8284 5.2342
F 5.6760 13.3197 4.1674
P -1.7329 13.0172 1.2243
F -2.2924 12.6476 2.7358
F -2.0168 11.4324 0.8285
F -3.0910 13.5047 0.6082
F -1.1994 12.9568 -0.3123
F -1.2268 14.5436 1.7421
F -0.2953 12.5258 1.7148
P 10.0100 11.2568 -2.5117
F 8.9897 11.1993 -1.2291
F 9.4906 9.7588 -2.7274
F 8.7688 11.6432 -3.5670
F 11.0750 11.1854 -3.7856
F 10.2674 12.7865 -2.2580
F 11.0480 10.6064 -1.4378
P 2.2911 18.1495 -2.7280
F 3.0361 16.6947 -2.1202
F 1.5381 18.4410 -1.3012
F 3.6136 19.0090 -2.2810
F 1.4791 19.4598 -3.4373
F 3.0026 17.8346 -4.1864
F 0.9390 17.2465 -2.9361
P 5.0130 6.4559 2.1161
F 5.7601 7.1734 3.3205
F 4.0709 5.6162 3.2165
F 3.8319 7.5825 2.1346
F 4.4070 5.6767 0.8472
F 5.8434 7.3132 1.0943
F 6.2351 5.3412 2.1395
C 0.7876 5.3122 -6.0598
C 2.0936 4.5522 -5.8049
O 3.0236 5.4696 -5.4045
C 2.3759 6.5714 -5.0969
O 2.9287 7.4821 -4.4732
O 1.0852 6.5605 -5.4617
H -0.0904 4.7370 -5.7659
H 0.6556 5.4191 -7.1365
H 2.3373 4.0331 -6.7319
H 2.0274 3.7626 -5.0565
```

Summary:
Spin multiplicity   1
Charge   -4
LUMO energy   5.05 eV

---

Entry 14:
The following is a quantum chemistry calculation of a 2-piece molecular cluster, C3H4F3N2 overall, from the Open Molecules 2025 dataset.

XYZ file:
```
12
C3H4F3N2 | the Open Molecules 2025 dataset | the ωB97M-V functional and the def2-TZVPD basis
C -0.9896 -1.7213 -0.3158
C -0.9309 0.6897 0.0991
C 2.0237 -0.2671 0.0373
N -1.0376 -0.4639 -0.2112
N -0.6672 1.9176 0.2443
F 1.6070 0.3036 1.1515
F 1.3939 -1.4486 -0.0970
F 1.7571 0.4257 -1.0104
H -0.8043 -2.2278 0.7264
H -1.2882 -2.2155 -1.2380
H 0.0073 2.4633 -0.4222
H -1.0711 2.5444 1.0362
```

Summary:
<S²>   2.02
Spin multiplicity   3
Charge   +1
LUMO energy (alpha / beta)   -4.09 / -6.16 eV

---

Entry 15:
The following is a quantum chemistry calculation of the molecule C3H4F3N3, from the Open Molecules 2025 dataset.

XYZ file:
```
13
C3H4F3N3 | the Open Molecules 2025 dataset | the ωB97M-V functional and the def2-TZVPD basis
C -1.3093 -0.1220 -0.5753
C -0.2638 1.5636 0.3757
C 0.5755 -1.4395 0.1612
N -1.4764 1.0147 -0.1374
N 0.8880 0.8161 -0.3312
N 0.3501 -0.3814 -0.7558
F 0.1778 -1.3262 1.4394
F -0.0394 -2.6012 -0.1730
F 1.9296 -1.7579 0.3001
H -2.0595 -0.8499 -0.8444
H 0.0801 2.5423 0.2090
H -0.1777 1.4082 1.5119
H 1.3250 1.1334 -1.1802
```

Summary:
Energy relative to the best compared isomer or geometry (same formula, charge and spin)   1.390 eV
SMILES   FC(F)(F)N1C=NCN1
Spin multiplicity   1
LUMO energy   0.85 eV

---

Entry 16:
The following is a quantum chemistry calculation of the molecule C3H4F3NO2, from the Open Molecules 2025 dataset.

XYZ file:
```
13
C3H4F3NO2 | the Open Molecules 2025 dataset | the ωB97M-V functional and the def2-TZVPD basis
C -1.9958 0.0655 0.2722
C -0.5328 0.6657 0.0220
C 1.9270 -0.1448 0.0865
N 0.2583 -0.4629 -0.3502
O -2.9322 0.7785 0.2118
O -2.0221 -1.2695 0.2932
F 2.6984 -0.9741 -0.5168
F 2.0116 -0.1171 1.4242
F 2.0690 1.1173 -0.2848
H 0.0819 1.2021 0.8214
H -0.7494 1.3986 -0.7114
H 0.2491 -0.6896 -1.3464
H -1.0630 -1.5698 0.0782
```

Summary:
Energy relative to the best compared isomer or geometry (same formula, charge and spin)   1.282 eV
SMILES   O=C(O)CNC(F)(F)F
Spin multiplicity   1
LUMO energy   0.49 eV

---

Entry 17:
The following is a quantum chemistry calculation of the molecule C3H4F6N4, from the Open Molecules 2025 dataset.

XYZ file:
```
17
C3H4F6N4 | the Open Molecules 2025 dataset | the ωB97M-V functional and the def2-TZVPD basis
C -2.4980 0.9304 -0.2987
C -0.1994 0.0058 -0.5638
C 0.4481 0.4815 0.7914
N -1.6010 -0.2375 -0.3189
N -3.8229 0.3258 -0.1916
N -2.1632 -1.2711 0.3519
N -3.7287 -0.9644 0.2172
F -2.3460 1.5126 -1.5041
F -2.3731 1.9986 0.5699
F 0.4085 1.8362 0.6230
F -4.6379 0.9634 0.7345
F -2.0076 -1.0875 1.8236
F -4.1590 -1.8594 -0.7743
H 0.1508 -0.9247 -1.0398
H -0.3167 0.7927 -1.3336
H 1.4991 -0.0081 0.8716
H -0.1039 0.0749 1.5633
```

Summary:
Energy relative to the best compared isomer or geometry (same formula, charge and spin)   0.357 eV
SMILES   FCCN1N(F)N(F)N(F)C1(F)F
Spin multiplicity   1
LUMO energy   0.60 eV

---

Entry 18:
The following is a quantum chemistry calculation of a 2-piece molecular cluster, C3H4FIO overall, from the Open Molecules 2025 dataset.

XYZ file:
```
10
C3H4FIO | the Open Molecules 2025 dataset | the ωB97M-V functional and the def2-TZVPD basis
C 0.8649 -0.6392 -0.8691
C -1.1118 0.5639 0.1908
C -0.0377 -0.4221 0.2683
O 0.6622 -0.1420 -1.9462
F 1.8670 1.0670 0.5418
I 0.2387 -1.5478 1.9660
H 1.7148 -1.3074 -0.6652
H -1.1184 1.2206 1.0602
H -2.0854 0.0616 0.1763
H -0.9944 1.1454 -0.7230
```

Summary:
Energy relative to the best compared isomer or geometry (same formula, charge and spin)   3.148 eV
Spin multiplicity   1
LUMO energy (alpha / beta)   -2.81 / -2.81 eV

---

Entry 19:
The following is a quantum chemistry calculation of the molecule C3H4FNO, from the Open Molecules 2025 dataset.

XYZ file:
```
10
C3H4FNO | the Open Molecules 2025 dataset | the ωB97M-V functional and the def2-TZVPD basis
C 0.8594 0.5074 0.0014
C -1.6114 -0.1961 0.0930
C -0.0153 -0.6849 -0.3504
N 1.8736 0.3947 0.7072
O -2.2000 0.5755 -0.5624
F -1.7594 -0.8000 1.1927
H 0.5106 1.4235 -0.5294
H -0.1670 -0.8493 -1.4499
H 0.1697 -1.6462 0.0919
H 2.3399 1.2754 0.8059
```

Summary:
Energy relative to the best compared isomer or geometry (same formula, charge and spin)   1.037 eV
SMILES   [H]/N=C/CC(=O)F
Spin multiplicity   1
LUMO energy   0.88 eV

---

Entry 20:
The following is a quantum chemistry calculation of the molecule C3H4FNO, from the Open Molecules 2025 dataset.

XYZ file:
```
10
C3H4FNO | the Open Molecules 2025 dataset | the ωB97M-V functional and the def2-TZVPD basis
C 0.8958 -0.1443 -0.0709
C 0.4231 -1.4333 0.1075
C -0.1217 0.9597 -0.1110
N -1.3611 0.4979 -0.5226
O -0.7359 -1.8200 -0.0126
F -2.3313 0.8168 0.3736
H 1.9409 0.1040 -0.0891
H 1.1867 -2.1243 0.5173
H -0.1428 1.6024 0.7824
H 0.2465 1.5411 -0.9747
```

Summary:
Energy relative to the best compared isomer or geometry (same formula, charge and spin)   5.341 eV
Spin multiplicity   1
LUMO energy (alpha / beta)   -1.72 / -0.08 eV